This record from OMol25 describes a structure of composition C51H73GeN4NaSe. The level of theory is ωB97M-V/def2-TZVPD.

## Properties
orbital gap: 4.13 eV
total charge: -2
HOMO level: -0.3 eV

Cartesian coordinates (Å):
Na  0.0930  1.1208  -0.4654
C  -5.0108  0.4036  -3.9179
C  -4.7960  -0.7727  -2.9594
C  -3.8896  -0.4111  -1.8247
C  -4.2288  -0.0711  -0.5505
C  -5.5878  -0.0856  0.0779
C  -5.8518  -1.3803  0.8539
C  -2.9787  0.2492  0.1332
C  -2.8834  0.6535  1.4723
C  -1.7310  0.9464  2.2100
C  -1.7108  1.3227  3.6254
C  -2.9131  1.5702  4.4821
C  -3.5064  2.9651  4.2563
C  -0.4014  1.4550  3.9642
C  0.3623  1.1507  2.7539
C  1.7610  1.0628  2.6852
C  2.5322  0.6306  1.6015
N  2.0479  0.3085  0.3856
C  3.0741  -0.1627  -0.3460
C  2.9730  -0.6605  -1.6511
C  1.8203  -0.8140  -2.4307
N  0.5808  -0.4459  -2.0608
C  -0.2618  -0.8246  -3.0441
C  -1.6537  -0.7040  -2.9950
C  -2.4348  -0.3090  -1.8970
N  -1.9371  0.0999  -0.7129
C  0.4858  -1.4522  -4.1365
C  1.7873  -1.4559  -3.7490
C  2.9773  -1.9695  -4.5000
C  3.7571  -0.8444  -5.1906
C  -0.1128  -2.0402  -5.3754
C  -0.6857  -3.4415  -5.1331
C  4.3164  -0.1136  0.4345
C  3.9781  0.3875  1.6495
C  4.8758  0.7198  2.7995
C  5.2073  2.2153  2.8462
C  5.6599  -0.5745  -0.0356
C  5.8194  -2.0964  0.0567
N  -0.4707  0.8825  1.7318
C  0.1752  1.8237  5.2970
C  0.6034  0.6111  6.1288
H  -5.6466  0.1255  -4.7638
H  -4.0541  0.7596  -4.3035
H  -5.4769  1.2395  -3.3924
H  -4.3782  -1.6182  -3.5152
H  -5.7618  -1.1109  -2.5711
H  -6.3556  0.0415  -0.6916
H  -5.6912  0.7677  0.7546
H  -5.7930  -2.2416  0.1848
H  -6.8384  -1.3754  1.3271
H  -5.0958  -1.5204  1.6288
H  -3.8241  0.7312  2.0111
H  -2.6489  1.4517  5.5378
H  -3.6778  0.8159  4.2728
H  -2.7683  3.7337  4.4939
H  -4.3945  3.1331  4.8729
H  -3.7810  3.0936  3.2082
H  2.3015  1.2891  3.6001
H  3.8996  -1.0067  -2.1000
H  -2.1982  -1.0339  -3.8758
H  2.6570  -2.7039  -5.2456
H  3.6431  -2.5031  -3.8147
H  3.1159  -0.3176  -5.8997
H  4.6296  -1.2277  -5.7284
H  4.0921  -0.1088  -4.4585
H  0.6432  -2.0881  -6.1649
H  -0.9048  -1.3851  -5.7503
H  0.1033  -4.1201  -4.8017
H  -1.1428  -3.8553  -6.0371
H  -1.4405  -3.4114  -4.3454
H  5.8022  0.1412  2.7300
H  4.4011  0.4246  3.7405
H  5.7038  2.5212  1.9234
H  5.8570  2.4605  3.6917
H  4.2921  2.8039  2.9268
H  6.4444  -0.0907  0.5540
H  5.8171  -0.2563  -1.0707
H  5.7270  -2.4232  1.0947
H  6.7907  -2.4251  -0.3247
H  5.0349  -2.5966  -0.5129
H  -0.5568  2.4075  5.8642
H  1.0368  2.4812  5.1480
H  -0.2551  -0.0325  6.3325
H  1.0418  0.9140  7.0845
H  1.3344  0.0113  5.5852
C  -0.5005  3.5467  -1.4687
C  0.5967  3.7765  -0.6046
C  1.7773  3.4221  -1.2949
C  1.4100  2.9878  -2.5863
C  0.0055  3.0613  -2.6938
C  -0.8144  2.7098  -3.9009
C  2.3489  2.5012  -3.6516
C  3.1680  3.4724  -0.7286
C  0.5279  4.2900  0.8101
C  -1.9639  3.7348  -1.1684
H  -1.5310  1.9036  -3.7071
H  -0.1731  2.3726  -4.7216
H  -1.3966  3.5649  -4.2754
H  2.0426  1.5282  -4.0499
H  3.3582  2.3731  -3.2471
H  2.4288  3.1861  -4.5094
H  3.6178  2.4772  -0.6283
H  3.1602  3.9133  0.2727
H  3.8559  4.0738  -1.3394
H  0.7887  3.5348  1.5591
H  -0.4807  4.6352  1.0535
H  1.2027  5.1413  0.9734
H  -2.4775  2.7988  -0.9190
H  -2.4952  4.1611  -2.0293
H  -2.1229  4.4166  -0.3271
C  -2.6264  -3.1740  2.4061
Ge  -0.8317  -3.6665  3.0063
C  -0.0417  -2.1408  3.9159
C  -1.0113  -5.1583  4.2904
C  0.3586  -4.1508  1.5229
Se  0.2654  -2.6714  0.2275
C  -1.2255  -3.4359  -0.7557
H  -3.2095  -2.8519  3.2726
H  -3.1479  -4.0060  1.9299
H  -2.5612  -2.3361  1.7083
H  -0.6797  -1.8165  4.7400
H  0.0586  -1.3105  3.2149
H  0.9452  -2.3866  4.3149
H  -1.6548  -4.8636  5.1225
H  -0.0365  -5.4405  4.6931
H  -1.4515  -6.0335  3.8081
H  0.1237  -5.0922  1.0250
H  1.3860  -4.2071  1.8863
H  -1.9610  -3.8371  -0.0610
H  -0.8821  -4.2197  -1.4313
H  -1.6760  -2.6279  -1.3235

***

This record from OMol25 describes a cluster of 2 separate species, C3H3N3O2 in total. The level of theory is ωB97M-V/def2-TZVPD.

## Properties
orbital gap: 9.82 eV
total charge: 0
HOMO level: -9.5 eV

Cartesian coordinates (Å):
C  -1.3376  -0.1251  -0.1962
C  0.6068  -1.5722  0.2792
C  -2.1939  0.8200  -0.4044
N  2.1450  0.7137  1.2487
N  2.1666  1.3833  -0.9163
N  -0.6111  -1.0536  0.0584
O  1.4863  -1.6652  -0.5382
O  2.1783  1.0376  0.1615
H  0.6775  -1.9925  1.2945
H  -2.2920  1.2722  -1.3743
H  -2.8258  1.1818  0.3870

***

This record from OMol25 describes a structure of composition C2H6N2S. The level of theory is ωB97M-V/def2-TZVPD.

## Properties
orbital gap: 9.31 eV
total charge: 0
HOMO level: -8.3 eV

Cartesian coordinates (Å):
C  -1.8264  0.8785  -0.1089
C  0.2208  -1.1098  -0.0364
H  -2.9676  1.0899  0.7045
H  -1.1051  1.0478  0.7518
H  -2.0362  1.4231  -1.1974
H  0.5245  -2.1099  0.6397
H  2.9598  -0.9064  -0.3206
H  2.7745  0.7387  0.2546
N  0.8665  -0.0288  -0.2390
N  2.3246  -0.0708  -0.2180
S  -1.7352  -0.9522  -0.2303

***

Summary of DFT total energy in a.u.
-6846.92223, -430.54184, -587.33580
(order as listed above)